# 1
Below is C12H34FeO6 as an isolated structure, with properties calculated with ωB97M-V with the def2-TZVPD basis set.

Each line ends with the Löwdin spin population.
Positions of all 53 atoms, in Å:
Fe (-0.22, 0.32, 0.13)  4.17
C (0.81, -3.76, -0.23)  0.01
C (0.16, -2.76, 0.71)  0.03
O (0.15, -1.49, 0.16)  0.27
H (0.11, -4.10, -1.00)  0.00
H (1.05, -4.68, 0.32)  0.00
H (1.67, -3.34, -0.74)  0.00
H (0.75, -2.72, 1.64)  0.01
H (-0.85, -3.07, 1.03)  0.00
C (3.34, -0.48, 0.72)  0.00
C (2.65, 0.71, 1.36)  0.04
O (1.31, 0.86, 1.06)  0.28
H (2.71, -1.36, 0.88)  0.00
H (4.27, -0.67, 1.25)  0.00
H (3.48, -0.35, -0.36)  0.00
H (3.20, 1.64, 1.06)  0.01
H (2.84, 0.80, 2.44)  0.01
C (0.79, 0.13, -4.09)  0.00
C (0.86, -0.41, -2.70)  0.00
O (0.69, 0.67, -1.71)  0.04
H (1.65, 0.73, -4.42)  0.00
H (-0.04, 0.83, -4.20)  0.00
H (0.64, -0.67, -4.81)  0.00
H (1.81, -0.87, -2.45)  0.00
H (0.03, -1.08, -2.50)  0.00
H (1.38, 1.32, -1.89)  0.00
C (-2.60, -2.00, -2.04)  0.00
C (-2.62, -0.49, -2.10)  0.00
O (-2.09, 0.11, -0.88)  0.03
H (-3.10, -2.33, -2.95)  0.00
H (-3.25, -2.38, -1.24)  0.00
H (-1.60, -2.40, -1.94)  0.00
H (-3.63, -0.13, -2.26)  0.00
H (-2.00, -0.17, -2.94)  0.00
H (-2.84, 0.23, -0.29)  0.00
C (0.14, -0.27, 3.65)  0.00
C (-1.28, -0.39, 3.22)  0.00
O (-1.45, 0.16, 1.86)  0.04
H (0.45, 0.77, 3.78)  0.00
H (0.85, -0.75, 2.98)  0.00
H (0.25, -0.78, 4.61)  0.00
H (-1.90, 0.20, 3.89)  0.00
H (-1.65, -1.41, 3.18)  0.00
H (-2.37, 0.42, 1.80)  0.00
C (-0.81, 4.62, 1.15)  0.00
C (0.07, 3.58, 0.49)  0.00
O (-0.67, 2.41, 0.09)  0.03
H (-1.71, 4.78, 0.55)  0.00
H (-0.28, 5.57, 1.19)  0.00
H (-1.13, 4.36, 2.16)  0.00
H (0.86, 3.30, 1.19)  0.00
H (0.57, 4.04, -0.37)  0.00
H (-1.41, 2.75, -0.43)  0.00

Summary:
Strongest force on any atom: 3.26 eV Å⁻¹
Kohn-Sham gap (spin up / spin down): 8.925 / 8.078 eV
DFT total energy: -59660.965 eV
2S+1: 6
E_HOMO (spin up / spin down): -11.83 / -11.39 eV
<S²>: 8.76
Charge: +1

# 2
Below is C12H34O6V as an isolated structure, with properties calculated with ωB97M-V with the def2-TZVPD basis set.

Each line ends with the Löwdin spin population.
Positions of all 53 atoms, in Å:
V (0.29, -0.12, -0.03)  2.78
O (1.98, -0.98, -0.92)  0.05
H (2.23, -0.81, -1.83)  0.00
O (-1.58, 0.36, 0.67)  0.06
H (-2.39, -0.03, 0.36)  0.00
C (1.87, -0.67, 3.73)  0.00
C (1.02, 0.39, 3.04)  0.01
C (1.03, 1.71, 3.80)  0.00
O (1.51, 0.61, 1.70)  0.03
H (2.94, -0.45, 3.71)  0.00
H (1.73, -1.62, 3.21)  0.00
H (1.53, -0.82, 4.75)  0.00
H (0.00, 0.03, 2.91)  0.00
H (0.50, 1.62, 4.75)  0.00
H (0.57, 2.46, 3.15)  0.00
H (2.06, 2.00, 4.02)  0.00
H (2.33, 1.11, 1.73)  0.00
C (-2.19, -3.29, 0.96)  0.00
C (-0.89, -2.81, 1.59)  0.00
C (-0.13, -3.94, 2.24)  0.00
O (-0.08, -2.23, 0.53)  0.02
H (-2.71, -3.96, 1.65)  0.00
H (-2.01, -3.87, 0.05)  0.00
H (-2.86, -2.47, 0.69)  0.00
H (-1.12, -1.98, 2.27)  0.00
H (0.81, -3.57, 2.66)  0.00
H (0.11, -4.73, 1.53)  0.00
H (-0.72, -4.41, 3.04)  0.00
H (0.79, -2.65, 0.53)  0.00
C (1.94, 2.41, -2.44)  0.00
C (1.49, 2.92, -1.09)  0.00
C (1.03, 4.38, -1.14)  0.00
O (0.42, 2.11, -0.59)  0.02
H (1.19, 2.59, -3.21)  0.00
H (2.08, 1.33, -2.40)  0.00
H (2.87, 2.87, -2.77)  0.00
H (2.31, 2.84, -0.38)  0.00
H (1.86, 4.95, -1.59)  0.00
H (0.86, 4.77, -0.14)  0.00
H (0.15, 4.51, -1.77)  0.00
H (-0.44, 2.47, -0.85)  0.00
C (-1.36, 0.39, -4.21)  0.00
C (-1.72, 0.11, -2.75)  0.00
C (-2.91, -0.86, -2.69)  0.00
O (-0.61, -0.47, -2.07)  0.02
H (-2.26, 0.70, -4.75)  0.00
H (-0.94, -0.50, -4.67)  0.00
H (-0.66, 1.22, -4.32)  0.00
H (-1.94, 1.02, -2.21)  0.00
H (-2.60, -1.83, -3.07)  0.00
H (-3.76, -0.48, -3.27)  0.00
H (-3.22, -0.99, -1.65)  0.00
H (-0.42, -1.35, -2.42)  0.00

Summary:
Strongest force on any atom: 0.91 eV Å⁻¹
Kohn-Sham gap (spin up / spin down): 6.263 / 8.758 eV
DFT total energy: -50969.148 eV
2S+1: 4
E_HOMO (spin up / spin down): -5.52 / -8.02 eV
<S²>: 3.75

# 3
Below is a 4-piece molecular cluster, C12H35N3O4 overall, with properties calculated with ωB97M-V with the def2-TZVPD basis set.

Each line ends with the Löwdin charge.
Positions of all 54 atoms, in Å:
C (2.06, 0.74, 0.76)  -0.09
O (0.72, 1.01, 1.11)  -0.24
C (0.57, 1.90, 2.19)  -0.22
C (-0.88, 1.94, 2.60)  -0.45
C (-1.80, 2.09, 1.41)  -0.05
N (-1.14, 2.98, 3.60)  0.04
H (2.62, 1.66, 0.57)  0.09
H (2.04, 0.15, -0.15)  0.09
H (2.55, 0.15, 1.54)  0.09
H (1.22, 1.60, 3.03)  0.13
H (0.91, 2.91, 1.92)  0.14
H (-1.12, 0.98, 3.08)  0.13
H (-1.57, 3.00, 0.85)  0.09
H (-2.84, 2.13, 1.75)  0.09
H (-1.67, 1.24, 0.75)  0.05
H (-0.29, 3.26, 4.09)  0.06
H (-1.53, 3.80, 3.16)  0.07
C (4.43, -4.06, 2.90)  -0.11
O (3.79, -4.45, 1.70)  -0.18
C (2.44, -4.05, 1.67)  -0.23
C (1.80, -4.56, 0.40)  -0.43
C (2.17, -3.68, -0.78)  -0.07
N (0.35, -4.63, 0.61)  0.04
H (4.34, -2.99, 3.06)  0.08
H (5.47, -4.36, 2.81)  0.09
H (4.00, -4.60, 3.76)  0.09
H (1.90, -4.42, 2.55)  0.13
H (2.37, -2.95, 1.68)  0.12
H (2.16, -5.58, 0.22)  0.14
H (1.65, -2.73, -0.67)  0.07
H (1.86, -4.14, -1.72)  0.07
H (3.24, -3.48, -0.85)  0.08
H (-0.12, -4.73, -0.28)  0.07
H (0.04, -3.73, 0.98)  0.03
C (-1.46, 0.37, -1.86)  -0.12
O (-2.26, 1.50, -2.04)  -0.18
C (-2.26, 1.98, -3.36)  -0.23
C (-3.08, 3.25, -3.41)  -0.44
C (-3.26, 3.68, -4.86)  -0.07
N (-2.44, 4.36, -2.67)  0.04
H (-1.75, -0.15, -0.95)  0.07
H (-0.39, 0.61, -1.75)  0.09
H (-1.56, -0.35, -2.69)  0.09
H (-1.24, 2.19, -3.72)  0.13
H (-2.70, 1.22, -4.04)  0.13
H (-4.05, 3.09, -2.93)  0.14
H (-3.80, 4.62, -4.90)  0.08
H (-3.82, 2.93, -5.42)  0.08
H (-2.28, 3.78, -5.32)  0.08
H (-2.30, 4.04, -1.71)  0.06
H (-1.49, 4.46, -3.02)  0.07
O (-0.32, -1.65, 1.42)  -0.05
H (-1.27, -1.57, 1.30)  0.04
H (-0.01, -0.76, 1.62)  0.01

Summary:
Strongest force on any atom: 0.93 eV Å⁻¹
Kohn-Sham gap: 9.558 eV
DFT total energy: -25670.599 eV
E_HOMO: -8.98 eV

# 4
Below is a 5-piece molecular cluster, C12H35NO9 overall, with properties calculated with ωB97M-V with the def2-TZVPD basis set.

Each line ends with the Löwdin charge.
Positions of all 57 atoms, in Å:
C (-3.73, 1.97, 4.34)  -0.09
O (-2.61, 2.69, 3.79)  -0.22
C (-2.61, 2.77, 2.30)  -0.14
C (-1.21, 3.04, 1.76)  -0.42
C (-1.19, 3.38, 0.31)  -0.07
N (-0.41, 1.83, 1.97)  0.04
H (-3.57, 1.98, 5.42)  0.09
H (-3.75, 0.96, 3.93)  0.08
H (-4.66, 2.40, 3.96)  0.08
H (-3.16, 1.93, 1.87)  0.12
H (-3.21, 3.68, 2.22)  0.12
H (-0.79, 3.82, 2.39)  0.15
H (-1.50, 2.72, -0.49)  0.08
H (-0.24, 3.74, -0.08)  0.08
H (-1.87, 4.23, 0.25)  0.08
H (-0.48, 1.62, 2.96)  0.09
H (0.53, 2.19, 1.88)  0.09
O (0.78, -3.01, -0.22)  -0.05
C (0.43, -3.00, 1.12)  -0.23
C (0.64, -1.60, 1.65)  -0.22
O (-0.47, -0.82, 1.24)  -0.13
H (0.18, -2.51, -0.78)  0.06
H (-0.60, -3.31, 1.31)  0.12
H (1.12, -3.62, 1.69)  0.13
H (1.64, -1.19, 1.55)  0.13
H (0.35, -1.57, 2.70)  0.12
H (-0.30, 0.12, 1.29)  0.02
O (0.77, -0.15, -1.34)  -0.10
C (0.95, 1.29, -1.32)  -0.18
C (2.35, 1.70, -1.89)  -0.23
O (3.31, 1.61, -0.86)  -0.06
H (-0.13, -0.40, -1.13)  0.04
H (0.11, 1.61, -1.93)  0.11
H (0.78, 1.61, -0.29)  0.08
H (2.30, 2.64, -2.44)  0.11
H (2.59, 0.96, -2.66)  0.11
H (4.12, 1.59, -1.38)  0.08
O (-2.32, -0.71, -2.27)  -0.09
C (-2.66, -1.68, -1.20)  -0.17
C (-3.33, -0.90, 0.01)  -0.20
O (-3.08, -1.72, 1.15)  -0.09
H (-1.76, -1.16, -2.91)  0.07
H (-3.32, -2.46, -1.59)  0.11
H (-1.83, -2.34, -0.91)  0.09
H (-4.33, -0.61, -0.28)  0.12
H (-2.86, 0.07, 0.17)  0.09
H (-2.18, -1.58, 1.47)  0.03
O (3.55, -3.38, -1.78)  -0.03
C (3.87, -2.16, -2.28)  -0.32
C (4.10, -2.21, -3.78)  -0.19
O (5.56, -2.21, -3.91)  -0.10
H (3.06, -3.32, -0.96)  0.08
H (3.10, -1.43, -2.01)  0.09
H (4.71, -1.62, -1.85)  0.12
H (3.73, -1.31, -4.26)  0.11
H (3.66, -3.07, -4.27)  0.12
H (5.87, -3.07, -3.62)  0.08

Summary:
Strongest force on any atom: 3.25 eV Å⁻¹
Kohn-Sham gap: 10.122 eV
DFT total energy: -32924.780 eV
E_HOMO: -9.56 eV